DFT (ωB97M-V with the def2-TZVPD basis set) results for a 3-piece molecular cluster, C5H13N3O5 overall.

The geometry in ORCA input format:
```
! RIJCOSX wB97M-V def2-TZVPD def2/J DEFGRID3
* xyz 0 1
O 1.3923 1.5227 -0.9626
O 0.0021 -2.8643 0.1419
O 0.3338 -2.9413 2.2806
O 2.6965 2.7973 2.4355
O 0.8865 3.6010 1.3940
N -0.0341 0.1197 -2.0317
N 1.5133 2.7470 2.0528
N -0.2229 -2.5002 1.2937
C 1.1937 0.5159 -1.5930
C 0.8244 1.4391 2.2299
C -1.4108 0.4960 -1.6929
C -0.1541 -1.1439 -2.7585
C -1.1031 -1.2956 1.5220
H 1.3003 0.7619 1.5207
H -0.7990 -1.7938 -2.1672
H 0.7571 -1.7264 -2.8947
H -0.4862 -0.4846 1.1350
H -1.4953 -1.2483 2.5379
H -1.9112 -1.2258 0.7939
H -1.7355 -0.3862 -1.1411
H 0.9508 1.2716 3.2995
H -0.2438 1.5592 2.0491
H -1.9182 0.7105 -2.6334
H 1.9202 -0.1717 -2.0531
H -1.5245 1.3875 -1.0762
H -0.7325 -1.1472 -3.6824
*
```

Energy ... -20096.81834 eV
SMILES ... C[N+](=O)[O-].C[N+](=O)[O-].CN(C)C=O
HOMO-LUMO gap ... 0.3504 hartree

DFT (ωB97M-V with the def2-TZVPD basis set) results for C6H15BF4InN2O5 as an isolated structure.

The geometry in ORCA input format:
```
! RIJCOSX wB97M-V def2-TZVPD def2/J DEFGRID3
* xyz 1 1
In -0.2829 -1.6956 0.1313
F -4.1512 -0.6245 -1.7616
F -1.8350 -0.5731 -2.0437
F -2.8023 -0.3599 -0.0424
F -3.1780 1.2869 -1.5732
O -3.5382 -4.7718 1.1974
O -2.9211 -2.7530 1.0646
O 1.6322 -0.2493 2.5134
O 0.7261 -0.2794 -2.2061
O -4.7650 -3.2482 2.1083
N -3.7380 -3.5910 1.4861
N 0.3342 1.2812 0.3344
C 2.1760 -0.6569 3.7670
C 1.8391 1.1745 2.2106
C 0.7708 1.2081 -2.1747
C 1.6959 1.5331 0.6998
C -0.0195 1.7598 -0.9906
C 1.1796 -0.7799 -3.5084
B -2.9589 -0.0512 -1.3815
H 3.2401 -0.4233 3.8021
H -1.0818 1.5924 -1.1684
H 0.6780 -1.7136 -3.7628
H 1.0188 -0.0671 -4.3172
H 2.1437 -1.7178 4.0152
H 2.2559 -0.9422 -3.5668
H 1.7749 1.6307 -2.1408
H 0.2624 1.6127 -3.0499
H -0.2391 1.7885 0.9933
H 0.0125 2.8442 -1.0954
H 2.4582 1.0181 0.1153
H 1.9024 2.5934 0.5544
H 1.5672 -0.1298 4.5017
H 2.7884 1.5443 2.5980
H 1.0547 1.7597 2.6905
*
```

Energy ... -36390.19881 eV
HOMO-LUMO gap ... 0.1135 hartree

DFT (ωB97M-V with the def2-TZVPD basis set) results for a 3-piece molecular cluster, C15H16F2O overall.

The geometry in ORCA input format:
```
! RIJCOSX wB97M-V def2-TZVPD def2/J DEFGRID3
* xyz 0 1
F 7.3904 0.1598 -5.2088
F -2.5302 -0.2200 2.4580
O 1.2792 0.4290 -0.7224
C -5.4482 -0.1218 4.7462
C -6.4149 0.2864 3.8297
C 5.0999 -0.2392 -4.8643
C 4.0689 -0.6634 -4.0587
C 4.3346 -0.6605 -2.6674
C -4.1481 -0.3788 4.2705
C 6.3741 0.0007 -4.3767
C -0.0864 -0.8771 0.7280
C -3.7790 -0.1360 2.9262
C -0.8287 1.4408 -0.2312
C -6.1479 0.4866 2.5066
C 6.6290 -0.0845 -3.0367
C 0.1924 0.3335 -0.0818
C 5.5633 -0.3667 -2.1294
C -4.7629 0.3604 2.1110
H -6.9516 0.6603 1.8063
H 5.6496 -0.4094 -1.0537
H -1.7925 1.0109 -0.5040
H 4.9933 -0.1890 -5.9378
H -0.5086 2.2685 -0.8640
H -4.4437 0.6275 1.1144
H -7.4323 0.4840 4.1334
H -1.1531 -1.0881 0.6521
H 0.1642 -0.7942 1.7855
H -3.4668 -0.8007 4.9946
H 3.5034 -0.7750 -1.9875
H 0.5623 -1.6342 0.2872
H -0.9387 1.8482 0.7739
H 7.6268 0.1003 -2.6670
H 3.1091 -0.8380 -4.5223
H -5.7071 -0.2203 5.7901
*
```

Energy ... -23295.83887 eV
SMILES ... Fc1ccccc1.Fc1ccccc1.CC(C)=O
HOMO-LUMO gap ... 0.3542 hartree

DFT (ωB97M-V with the def2-TZVPD basis set) results for C24H46Cl2N3O7SScSi as an isolated structure.

The geometry in ORCA input format:
```
! RIJCOSX wB97M-V def2-TZVPD def2/J DEFGRID3
* xyz 0 1
Sc 0.7601 1.2622 0.7060
Cl -0.0274 1.0046 -1.4160
Cl 1.5537 3.5169 0.2094
S -2.5360 0.5022 1.1374
Si -0.2773 3.5690 -2.1908
O -2.4275 -0.2613 2.3574
O 0.7562 1.7245 2.7617
O 0.6222 -0.7530 0.9377
O -2.6750 -0.2924 -0.0909
O -1.3897 1.4870 1.0025
O -0.4499 -0.7018 -3.7318
O 2.6154 0.4107 -0.5194
N 0.0808 3.2285 4.3256
N -0.0251 -2.3455 2.3685
N 2.5602 -0.8406 -2.5116
C -0.5815 4.5060 4.5862
C -1.0195 -3.2964 2.8393
C -0.2558 -1.6163 1.2971
C -2.1477 -4.3463 -0.5729
C 0.2207 -4.1751 -0.9743
C -2.3904 -0.4253 -5.2643
C 2.5705 0.2528 -3.4834
C -1.2317 4.3678 -0.7767
C -2.3419 -3.1527 -1.2852
C 1.2288 2.8434 5.1352
C -1.4533 -1.3084 -2.8809
C -0.8568 -4.8907 -0.4480
C -0.0189 2.6567 3.1268
C 2.9904 -2.1389 -3.0231
C 2.5733 -0.6601 -1.1586
C 1.2251 4.6603 -2.5428
C -3.9631 1.5611 1.2236
C -1.5055 -1.3832 -4.4915
C 1.2832 -2.2529 3.0087
C -1.0950 -2.6093 -5.0826
C -1.2772 -2.5223 -2.0019
C 0.0022 -2.9865 -1.6681
C -0.6595 -2.7425 -6.4656
C -1.3621 3.6700 -3.7409
H -2.0157 -2.8467 2.7241
H 1.9913 -2.9512 2.5303
H -2.0070 5.0551 -1.1754
H -3.2549 -0.9401 -5.7037
H -1.9083 -0.4325 -2.4260
H -0.9614 -3.4480 -4.4138
H -0.5819 4.9714 -0.1163
H -0.0976 -1.8660 -6.8182
H -0.7260 4.6202 5.6652
H -1.7409 3.6280 -0.1309
H 2.1770 -2.6563 -3.5480
H -4.7293 1.0666 1.8220
H 1.2716 1.7558 5.1599
H 3.3169 -2.7606 -2.1834
H 2.5240 -1.6357 -0.6353
H 2.9024 1.1854 -3.0200
H -0.9638 -4.2266 2.2519
H 2.1543 3.1995 4.6636
H 1.5721 0.3891 -3.9234
H -4.3134 1.7232 0.2040
H 2.1593 4.0977 -2.6279
H -2.3135 3.1278 -3.6117
H -1.5857 4.7462 -3.8962
H 1.0846 3.2555 6.1287
H -0.8042 -3.5014 3.8941
H -0.8348 3.2898 -4.6325
H -0.8030 3.0775 2.4753
H -1.8539 0.0186 -6.1210
H -1.4351 -2.9525 -7.2149
H 1.3580 5.4243 -1.7640
H -1.1607 -1.7879 0.7139
H 3.2449 -0.0521 -4.2921
H 1.2379 -4.5686 -0.8460
H -3.0005 -4.8608 -0.0939
H 1.1589 -2.5269 4.0591
H -0.0076 5.3606 4.1923
H 1.0561 5.1901 -3.4914
H 0.0527 -3.5814 -6.4950
H 1.6686 -1.2276 2.9156
H -3.6622 2.4930 1.6983
H -0.7146 -5.8671 0.0608
H -2.7616 0.3830 -4.6239
H 0.8477 -2.3807 -1.9681
H -3.3350 -2.7050 -1.2854
H -1.5506 4.4985 4.0782
H 3.8127 -1.9978 -3.7305
*
```

Energy ... -108897.67278 eV
HOMO-LUMO gap (spin up / spin down) ... 0.2844 / 0.1478 hartree